Molecular formula: C23H60BO19
Method: DFT, wB97M-V/def2-TZVPD

Positions of all 103 atoms, in Å:
O1 -4.31674 -28.39427 -42.05881
C1 -3.22035 -28.67813 -41.58165
O2 -2.92499 -29.54810 -40.67259
B1 -1.47121 -29.52808 -40.42434
O3 -0.91120 -28.63548 -41.43140
C2 -1.89579 -27.97770 -42.06557
O4 -1.82458 -27.09274 -42.89154
O5 -0.97597 -30.92569 -40.56713
C3 -0.36760 -31.27851 -39.50053
O6 0.10053 -32.39512 -39.26456
C4 -0.44406 -30.12328 -38.46159
O7 -1.15006 -29.20740 -39.01553
O8 -0.01916 -30.16253 -37.29969
C5 1.50543 -26.83081 -38.25222
O9 0.73000 -27.10634 -37.10894
H1 1.90790 -25.81966 -38.19153
H2 2.28813 -27.55930 -38.46387
H3 0.82736 -26.77432 -39.10376
H4 0.28310 -27.93008 -37.31715
C6 2.06156 -34.70564 -39.67019
O10 2.90759 -35.80094 -39.25866
H5 2.44099 -34.09300 -40.48800
H6 1.09025 -35.12253 -39.93640
H7 1.92414 -34.06527 -38.79891
H8 3.19720 -36.30465 -40.02286
C7 -8.00698 -28.30848 -41.83968
O11 -7.13760 -29.36337 -42.00532
H9 -8.95607 -28.61123 -42.28202
H10 -8.28034 -28.08233 -40.80903
H11 -7.79674 -27.34346 -42.30079
H12 -6.25431 -29.00319 -42.11334
C8 0.10323 -27.73738 -45.99181
C9 -0.70069 -26.41193 -46.22208
O12 -2.07946 -26.63983 -45.86762
H13 1.17636 -27.64241 -46.15753
H14 -0.26504 -28.50025 -46.67775
H15 -0.11888 -28.13307 -45.00075
H16 -0.56476 -26.12054 -47.26358
H17 -0.34368 -25.67726 -45.50035
H18 -2.15581 -26.91275 -44.95041
C10 -3.12870 -23.19583 -43.16180
C11 -3.13703 -24.12126 -44.34607
O13 -4.03468 -23.48940 -45.28077
H19 -2.31331 -23.48817 -42.50016
H20 -4.11650 -23.23294 -42.70247
H21 -2.83768 -22.18476 -43.44669
H22 -3.51079 -25.11010 -44.08033
H23 -2.19176 -24.16243 -44.88722
H24 -4.01379 -24.04022 -46.06675
C12 -3.30775 -33.65278 -40.71878
C13 -3.57350 -32.77353 -41.97913
O14 -4.19391 -33.69435 -42.88871
H25 -2.80498 -33.08812 -39.93362
H26 -2.64268 -34.49508 -40.90939
H27 -4.25246 -34.00932 -40.30826
H28 -2.63645 -32.46282 -42.44121
H29 -4.10707 -31.85503 -41.73467
H30 -4.77285 -33.19067 -43.46553
C14 -2.55239 -25.78321 -38.51725
C15 -1.74097 -25.03425 -39.55117
O15 -2.60022 -24.00314 -40.01407
H31 -1.96939 -26.63866 -38.17606
H32 -3.50283 -26.16820 -38.88676
H33 -2.61420 -25.26657 -37.55945
H34 -1.36402 -25.70204 -40.32580
H35 -0.92193 -24.56541 -39.00575
H36 -1.98269 -23.61266 -40.63678
C16 -2.36145 -32.81457 -35.79466
C17 -0.94237 -33.48676 -35.52931
O16 0.02134 -32.38879 -35.31377
H37 -2.64822 -32.06061 -35.06157
H38 -3.18801 -33.52411 -35.75641
H39 -2.38893 -32.21064 -36.70164
H40 -0.60361 -34.08863 -36.37257
H41 -0.82464 -34.11461 -34.64611
H42 0.28558 -31.96694 -36.13464
C18 -5.62112 -25.48701 -41.71627
C19 -6.80910 -24.48025 -41.73154
O17 -7.39556 -24.31823 -40.40970
H43 -4.78717 -24.94134 -41.27482
H44 -5.43438 -25.81435 -42.73905
H45 -5.72069 -26.33742 -41.04176
H46 -7.54994 -24.82904 -42.45098
H47 -6.39449 -23.51263 -42.01423
H48 -6.67361 -24.00824 -39.85807
C20 -5.47624 -28.39901 -38.70343
C21 -6.62488 -27.46251 -38.33588
O18 -7.37234 -28.05027 -37.29247
H49 -4.92182 -27.92308 -39.51226
H50 -5.83594 -29.32380 -39.15454
H51 -4.85223 -28.59484 -37.83145
H52 -7.29373 -27.21817 -39.16112
H53 -6.22968 -26.52112 -37.95418
H54 -8.23177 -28.38166 -37.56293
C22 0.79036 -30.67669 -43.46392
C23 1.37437 -30.78319 -44.85713
O19 2.35776 -29.82305 -45.04288
H55 1.49803 -30.92520 -42.67300
H56 -0.10997 -31.27854 -43.34032
H57 0.54134 -29.64291 -43.22436
H58 0.60259 -30.66131 -45.61713
H59 1.71732 -31.81530 -44.92950
H60 2.93028 -30.11456 -45.75622

Values from the calculation:
Energy above the lowest of the compared OMol25 structures with the same formula, charge and spin   0.0 kJ/mol
LUMO energy (alpha / beta)   3.96 / 3.96 eV
Spin multiplicity   2
Total charge   -2
F_max   6.9 eV/Å
Kohn-Sham gap (alpha / beta)   2.9 / 7.0 eV
DFT total energy   -2366.85762 hartree

These are the Mulliken partial charges, in e, on atoms 1 to 2: -0.8456, 0.6723

Molecular formula: C23H60Br2ClO8S8
Method: DFT, wB97M-V/def2-TZVPD

Positions of all 102 atoms, in Å:
C1 1.62476 -2.65235 2.25872
C2 0.39053 -2.79563 1.37606
Cl1 1.01255 -3.02295 -0.32012
C3 -0.49855 -1.55382 1.36745
C4 -1.84308 -1.81945 0.65969
C5 -2.88149 -1.95888 1.67181
Br1 -3.66214 -0.10943 2.15990
C6 -4.03108 -2.88225 1.29337
C7 -5.09078 -2.94116 2.43670
Br2 -3.39940 -4.73451 1.04108
H1 1.40194 -2.45412 3.30788
H2 2.25129 -3.53730 2.12531
H3 2.20473 -1.80798 1.89150
H4 -0.21159 -3.64670 1.67366
H5 0.04934 -0.74982 0.86656
H6 -0.65624 -1.24009 2.39357
H7 -1.79028 -2.73905 0.08700
H8 -2.46552 -2.34208 2.60918
H9 -4.52718 -2.50625 0.40686
H10 -4.65044 -2.55950 3.34750
H11 -5.90032 -2.28659 2.14440
H12 -5.44802 -3.95920 2.54194
C8 -10.39311 -2.95339 0.39850
S1 -8.74608 -3.40879 0.96982
O1 -8.19910 -2.22252 1.67040
C9 -7.97806 -3.47864 -0.65091
H13 -11.02750 -2.81972 1.27234
H14 -10.33943 -2.02037 -0.16368
H15 -10.79443 -3.75211 -0.22645
H16 -8.07470 -2.51417 -1.14633
H17 -8.45653 -4.26070 -1.24212
H18 -6.92307 -3.71446 -0.52288
C10 3.29600 0.76951 -1.35124
S2 3.56607 -0.31738 0.05258
O2 3.38917 0.51174 1.28706
C11 5.32893 -0.51923 -0.18665
H19 2.24403 1.05002 -1.36780
H20 3.91473 1.66287 -1.24699
H21 3.54396 0.24292 -2.27219
H22 5.82462 0.45434 -0.16353
H23 5.51449 -1.01580 -1.13594
H24 5.70172 -1.14100 0.62382
C12 4.64544 -5.04436 -2.15331
S3 6.23642 -4.71593 -1.38519
O3 6.21387 -3.29772 -0.94301
C13 7.20283 -4.78205 -2.90194
H25 3.88168 -5.00351 -1.37842
H26 4.44000 -4.28565 -2.90828
H27 4.65939 -6.03743 -2.60326
H28 6.82582 -4.04282 -3.60896
H29 7.13875 -5.78343 -3.32794
H30 8.23770 -4.55702 -2.65239
C14 6.75147 -1.67435 4.54752
S4 7.55818 -0.76417 3.22359
O4 8.93637 -0.44088 3.68730
C15 6.56399 0.72367 3.39092
H31 7.24559 -2.63883 4.64264
H32 6.84310 -1.11948 5.48164
H33 5.70162 -1.82446 4.29368
H34 6.66683 1.11929 4.40205
H35 5.51963 0.48985 3.17336
H36 6.92790 1.45361 2.67120
C16 0.09148 4.14160 -1.15156
S5 0.49626 4.33055 -2.89530
O5 0.52125 2.96608 -3.49092
C17 2.20686 4.81026 -2.62120
H37 -0.93586 3.79092 -1.07894
H38 0.75902 3.41111 -0.69389
H39 0.18605 5.10750 -0.65450
H40 2.71474 4.02225 -2.06270
H41 2.23642 5.74924 -2.07410
H42 2.67960 4.94149 -3.59084
C18 -6.21760 1.60949 -2.05856
S6 -7.23180 0.13039 -2.14518
O6 -6.36445 -0.97634 -2.61752
C19 -8.22623 0.66182 -3.55164
H43 -5.48969 1.46796 -1.26111
H44 -5.70159 1.75446 -3.00784
H45 -6.85036 2.46813 -1.83141
H46 -7.57721 0.86988 -4.40280
H47 -8.79233 1.55293 -3.27856
H48 -8.91312 -0.14410 -3.80286
C20 0.43667 0.26899 6.68081
S7 0.61532 0.38559 4.89275
O7 0.55853 -0.99514 4.35538
C21 2.34932 0.86457 4.89811
H49 -0.57643 -0.06563 6.89363
H50 1.15330 -0.45221 7.07555
H51 0.59915 1.25103 7.12645
H52 2.93942 0.10152 5.40804
H53 2.45744 1.82812 5.39791
H54 2.67232 0.94913 3.85999
C22 1.69388 7.68456 -6.31239
S8 1.05448 8.34331 -4.76601
O8 1.24351 7.28956 -3.73639
C23 -0.67752 8.29954 -5.24696
H55 2.77294 7.58538 -6.21514
H56 1.25074 6.70731 -6.50490
H57 1.46189 8.37533 -7.12314
H58 -0.95799 7.28010 -5.51172
H59 -0.83547 8.97105 -6.09117
H60 -1.27032 8.63391 -4.39840

Values from the calculation:
Energy above the lowest of the compared OMol25 structures with the same formula, charge and spin   0.0 kJ/mol
LUMO energy   1.55 eV
Total charge   -1
F_max   3.5 eV/Å
Kohn-Sham gap   3.2 eV
DFT total energy   -10307.68835 hartree

These are the Mulliken partial charges, in e, on atoms 1 to 2: -0.9329, 0.3213